45
Properties=species:S:1:pos:R:3:lowdin_charge:R:1 method="wB97M-V/def2-TZVPD" homo_lumo_gap_ha=0.2702 total_charge=+1 homo_ev=-11.1
Zr 0.0420 -0.0768 -0.7472 1.636
Cl -2.5150 4.3604 2.3889 0.750
N -0.7092 1.0658 1.1024 -0.069
C 2.0155 -0.4386 0.3839 -0.292
C -1.4508 -2.4498 -1.9113 -0.088
C -0.7140 1.0115 3.5176 -0.010
C -0.6894 -2.0254 0.2463 -0.302
C 0.0903 2.3759 -2.6148 -0.106
C -0.2928 -2.5226 -1.0489 -0.211
C 0.2342 -0.0354 -3.5218 -0.127
C -2.0214 0.9961 -2.8225 -0.107
C -2.4903 -1.8097 -1.2052 -0.098
C -1.6985 2.8556 2.3752 -0.643
C 2.3115 -1.0650 -0.8789 -0.200
C -1.3772 2.2328 3.5855 -0.042
C 2.8341 -0.0451 -1.7561 -0.094
C -0.4961 0.9606 -2.6269 -0.612
C -2.0204 -1.4788 0.1037 -0.163
C -0.4491 0.4434 2.2778 -0.132
C -1.3769 2.2707 1.1450 -0.091
C 2.7546 1.1992 -1.0923 -0.105
C 2.2406 0.9829 0.2204 -0.161
H 1.8224 -0.9508 1.3179 0.103
H -1.6564 2.6956 4.5261 0.125
H -2.5883 1.1856 -1.8900 0.070
H 3.3435 -0.2400 -2.7008 0.123
H 0.3452 2.7790 -1.6150 0.059
H -2.6321 -1.0792 0.9146 0.112
H 2.3866 -2.1383 -1.0509 0.109
H -0.1691 -2.2218 1.1774 0.107
H 3.1175 2.1473 -1.4785 0.117
H 0.5998 -3.1252 -1.2183 0.107
H -0.6315 3.0971 -3.0362 0.081
H 0.3625 -1.0524 -3.0975 0.046
H -0.0188 -0.5609 2.2155 0.089
H 0.9957 2.4724 -3.2295 0.083
H -1.6514 2.7259 0.1918 0.119
H -3.5095 -1.6851 -1.5600 0.117
H -2.4406 0.0806 -3.2691 0.074
H 1.2352 0.3055 -3.8258 0.074
H -0.3501 -0.2098 -4.4407 0.100
H 2.2395 1.7230 1.0245 0.117
H -2.2689 1.8260 -3.5097 0.085
H -1.5418 -2.9328 -2.8864 0.124
H -0.4034 0.4703 4.4061 0.126

9
Properties=species:S:1:pos:R:3:lowdin_charge:R:1 method="wB97M-V/def2-TZVPD" homo_lumo_gap_ha="0.2892 / 0.3044" spin_multiplicity=4 de_lowest_kcal_mol=44.96 s2=3.763 homo_ev="-7.0 / -11.1"
Cl 1.4937 -1.6357 2.7256 0.606
Cl -0.4820 -3.2258 -0.5723 0.686
Cl 2.8971 -3.4298 0.8826 0.589
O -0.8559 -0.0998 0.0258 0.117
O -0.2916 -0.8328 0.9005 -0.157
C 0.6725 -2.1907 0.1396 -0.801
C 1.3261 -2.7631 1.3689 -1.173
H 0.6156 -3.5062 1.7602 0.055
H 1.3305 -1.6948 -0.5676 0.078

17
Properties=species:S:1:pos:R:3:lowdin_charge:R:1 method="wB97M-V/def2-TZVPD" homo_lumo_gap_ha=0.2582 de_lowest_kcal_mol=168.24 homo_ev=-8.7
S 0.2104 1.6524 -2.1211 0.589
O 0.1525 -1.1829 2.4056 0.123
O -1.9478 -1.5118 1.5766 0.123
N 0.1740 -1.2965 -0.7664 0.047
C 0.5847 0.7718 0.5164 -0.208
C 1.2629 1.2848 -0.7701 -0.698
C -0.8246 -1.0416 1.5287 -0.613
C -0.4239 -0.3755 0.1592 -0.347
H -0.0035 -2.2836 -0.6585 0.093
H 2.6992 -0.0763 -1.2823 0.212
H 1.2943 0.2762 1.1664 0.104
H 1.8849 2.1726 -0.6367 0.062
H 0.0706 1.6100 1.0151 0.132
H 1.9927 0.3490 -1.2115 -0.014
H -0.5125 -0.2209 2.4572 0.239
H -1.3191 0.0550 -0.2867 0.119
H 0.0811 -0.9387 -1.7033 0.038

151
Properties=species:S:1:pos:R:3:lowdin_charge:R:1 method="wB97M-V/def2-TZVPD" homo_lumo_gap_ha=0.3268 de_lowest_kcal_mol=111.39 smiles="COC[C@H](C)N.COC[C@H](C)N.COC[C@H](C)N.COC[C@H](C)N.COC[C@H](C)N.COC[C@H](C)N.COC[C@H](C)N.NC(N)=O.NC(N)=O.NC(N)=O.NC(N)=O" homo_ev=-8.5
O -4.5961 3.2208 0.0341 -0.201
O 3.3801 3.3699 -4.8465 -0.232
O 3.1938 -2.0602 2.6601 -0.178
O 3.3098 -0.0838 -2.0203 0.033
O -2.0105 0.1286 0.7951 -0.242
O -6.1964 -1.3089 2.3499 -0.245
O -3.3170 -4.4087 2.9591 0.041
O 1.6515 2.0711 4.2948 -0.232
O -0.2616 -3.7344 0.1170 0.022
O -0.6413 -0.4586 -3.8546 -0.233
O 4.2403 -3.4227 -1.7221 -0.013
N -2.0187 -3.4962 4.3699 0.192
N -6.6038 -3.5560 -0.5823 0.044
N 2.3290 -2.5522 -1.0508 0.215
N -3.7737 -2.4211 3.8082 0.202
N -3.7608 1.1331 2.8530 0.039
N -1.6208 -3.9421 -1.6273 0.178
N 0.3444 3.9085 -2.7143 0.032
N 5.5901 -1.4213 1.0170 0.044
N 0.7778 1.0338 -1.5248 0.058
N -2.1701 -4.8200 0.2746 0.197
N 2.3377 -4.6634 -1.6523 0.166
N 5.3605 -0.7609 -2.4018 0.203
N 0.6227 -3.1111 -3.7099 0.048
N 4.7461 1.1384 -3.0794 0.212
N 4.0329 4.8905 4.3217 0.027
C -4.6785 1.9790 0.7737 -0.145
C -4.0829 2.3431 2.1336 -0.408
C 4.3936 0.0866 -2.4387 -0.808
C 4.4178 2.5486 4.6468 -0.097
C 1.7561 4.1585 -3.1606 -0.351
C 3.0180 -3.5105 -1.4950 -0.738
C -1.2769 0.2845 -0.4029 -0.147
C 5.1296 0.9903 1.2008 -0.039
C 3.3654 -0.8133 1.9298 -0.172
C 2.7190 4.1337 -1.8973 -0.052
C 0.3291 1.7528 4.8385 -0.053
C 2.1219 3.3826 4.5021 -0.198
C 2.0713 3.1168 -4.2836 -0.190
C -3.0436 -3.4669 3.6370 -0.865
C -1.6117 0.4300 -4.3851 -0.096
C -7.0454 -0.3653 3.0298 -0.069
C -4.7940 -1.8414 -0.2422 -0.013
C -1.2601 -4.1938 -0.3673 -0.793
C 0.4688 1.8932 0.7457 -0.038
C -1.6113 -0.9893 1.6005 -0.066
C -5.1583 3.2658 -1.2386 -0.122
C 3.7520 2.5930 -6.0154 -0.085
C -2.7547 3.0480 2.1849 -0.054
C -6.8885 -2.0078 1.3347 -0.211
C 3.6200 3.5526 3.9632 -0.444
C 4.8682 -0.3942 1.8277 -0.382
C 1.7938 -2.3908 2.8665 -0.091
C 0.2275 0.6791 -0.1871 -0.356
C -5.8604 -2.8061 0.4514 -0.394
C 0.3179 -0.9763 -4.8234 -0.156
C 2.3195 -2.4683 -5.0948 -0.058
C 1.2896 -1.9289 -4.1258 -0.436
H -2.3946 0.5977 -3.6455 0.082
H -0.0223 2.8225 0.4569 0.077
H -2.0403 -1.0347 2.6015 0.067
H -1.7248 1.0097 -1.0822 0.126
H -4.0900 1.2245 0.2516 0.106
H 2.8194 -5.5428 -1.7739 0.122
H 4.6767 3.0319 -6.3901 0.082
H 1.8118 -1.3801 -3.3421 0.116
H 2.9756 2.6490 -6.7784 0.086
H 0.0874 0.8002 4.3669 0.074
H 2.8142 -1.6686 -5.6461 0.074
H 6.1693 -0.4798 -2.9375 0.121
H -2.9229 4.0162 1.7133 0.076
H -4.8483 2.7966 2.7634 0.140
H 0.3690 1.6387 5.9218 0.081
H -0.2722 3.9651 -3.5122 0.049
H -5.8104 -3.8408 -1.1387 0.045
H -5.7064 1.6406 0.9036 0.116
H 4.1745 4.9254 5.3211 0.065
H -7.6884 -2.6526 1.6985 0.120
H 1.9280 3.5568 5.5605 0.117
H 5.6877 1.1506 -3.4446 0.122
H -4.6070 2.6577 -1.9557 0.079
H -3.0538 0.5990 2.3683 0.017
H -6.3108 0.1004 3.6869 0.083
H 1.3177 -2.3867 1.8860 0.052
H 1.7411 0.7304 -1.5148 0.021
H -2.0090 0.1471 -5.3599 0.085
H -0.5250 -0.9241 1.6613 0.071
H 1.7958 -3.3925 3.2963 0.086
H -0.9477 -3.3985 -2.1482 0.066
H -0.3183 2.5930 4.5876 0.079
H -4.2949 -2.4943 -0.9583 0.056
H 2.8658 -0.0164 2.4807 0.113
H 1.4167 -2.7721 -0.6773 0.086
H -4.5704 -2.2385 3.2148 0.089
H -6.1821 2.8970 -1.1752 0.080
H 5.3833 -1.2659 0.0407 0.024
H 4.1031 1.8914 -3.2788 0.086
H -1.8139 -1.9627 1.1538 0.076
H 5.3721 -0.4810 2.7903 0.127
H 1.9800 2.1066 -3.8845 0.101
H 5.2460 -2.3213 1.3198 0.060
H 1.0911 -1.8237 3.4769 0.067
H 2.7576 3.1036 -1.5430 0.040
H -2.0382 -4.6768 1.2657 0.089
H 0.5498 -3.8285 -4.4171 0.087
H -2.3983 -4.4732 -1.9927 0.105
H 0.0976 1.6524 1.7418 0.056
H 4.1075 1.6084 -5.7117 0.065
H 4.9874 5.0558 4.0357 0.071
H -5.3945 -3.4214 1.2211 0.113
H 6.1134 1.0959 0.7437 0.082
H -7.4665 -1.3540 0.6815 0.117
H -4.1528 -1.4234 0.5338 0.053
H 4.0598 1.5214 4.5761 0.077
H 0.8955 -0.0950 0.1906 0.101
H -1.0583 1.3551 -4.5460 0.074
H -1.4095 -4.2981 4.2926 0.138
H 3.6787 3.5516 2.8748 0.135
H -4.5311 0.4884 2.7479 0.025
H 1.3877 3.2709 -5.1185 0.113
H 5.4359 2.5218 4.2584 0.082
H 2.9793 -0.8806 0.9127 0.089
H 4.3157 1.2763 0.5346 0.066
H 1.3939 -4.5951 -1.2993 0.077
H 1.5621 4.2042 4.0553 0.114
H -6.8667 -4.4113 -0.1137 0.069
H 2.7098 -1.6168 -1.0536 0.072
H -5.3182 -1.0278 -0.7437 0.079
H -1.9115 -2.6912 4.9703 0.120
H 3.7484 4.4488 -2.0679 0.065
H -1.3420 -0.6573 -0.9478 0.118
H -7.4544 0.3046 2.2734 0.088
H 0.8690 -0.1093 -5.1877 0.115
H 2.5005 4.7067 -0.9961 0.069
H -2.4539 3.4993 3.1304 0.078
H -3.0456 -5.1158 -0.1331 0.120
H 3.1284 -2.9646 -4.5587 0.082
H -7.8260 -0.8386 3.6254 0.091
H 1.2806 -3.4593 -3.0273 0.024
H -5.2364 4.3131 -1.5302 0.090
H 0.2179 3.0015 -2.2882 0.015
H 1.5279 2.1499 0.7226 0.068
H 0.3487 0.4497 -2.2281 0.041
H 5.1087 -1.7060 -2.1498 0.077
H 5.0804 1.6938 2.0320 0.042
H 1.8879 -3.1802 -5.7984 0.082
H -1.9554 2.5007 1.6851 0.056
H -0.1588 -1.4487 -5.6823 0.127
H 1.8275 5.1732 -3.5524 0.124
H 4.3440 2.7993 5.7050 0.090
H -3.4151 -1.7032 4.4215 0.114

34
Properties=species:S:1:pos:R:3:lowdin_charge:R:1 method="wB97M-V/def2-TZVPD" homo_lumo_gap_ha=0.2184 total_charge=-1 homo_ev=-4.2
I 1.1907 3.1009 -3.3254 0.803
F -5.6135 -1.7968 0.9040 0.085
F -4.9532 0.1219 0.1081 0.094
F -5.0518 -1.6299 -1.1843 0.091
O 4.1701 4.0511 -3.1418 -0.129
O -3.0123 -1.7957 1.8702 -0.123
O 4.2805 -1.6579 -1.0422 0.109
O 5.4934 0.6770 -0.8381 0.121
O 3.2779 0.3816 -2.1432 0.107
O -2.3003 -0.8641 -0.0987 -0.199
N 0.6750 -0.0301 -0.3958 -0.048
C -2.8462 -0.6348 2.6762 -0.283
C -4.7084 -1.2100 0.0676 -0.520
C 1.6435 -1.2117 -0.5371 -0.155
C 3.6515 2.7667 -1.0015 -0.046
C -3.2331 -1.6399 0.4397 -0.500
C -4.1487 0.0681 2.9973 -0.097
C 3.2048 3.3878 -2.4889 -0.673
B 4.1880 1.2382 -1.3031 -0.386
B 3.0595 -0.8113 -1.2712 -0.339
B 5.4820 -0.7886 -1.1698 -0.156
H 1.8727 -1.5660 0.5790 0.135
H 6.4774 -1.3342 -1.5340 0.097
H -0.2616 -0.4749 -0.1616 0.038
H -2.4307 -0.9977 3.6246 0.103
H -3.2357 -2.6943 0.1246 0.130
H 4.4493 3.4806 -0.5287 0.128
H -4.0228 0.7437 3.8473 0.063
H -2.1041 0.0574 2.2684 0.107
H -4.4832 0.6823 2.1598 0.058
H 2.6907 2.6831 -0.3135 0.137
H 1.0349 -2.0633 -1.0677 0.126
H -4.9438 -0.6486 3.2270 0.074
H 0.5073 0.4096 -1.3473 0.046

10
Properties=species:S:1:pos:R:3:lowdin_charge:R:1 method="wB97M-V/def2-TZVPD" homo_lumo_gap_ha=0.3127 de_lowest_kcal_mol=50.12 homo_ev=-9.3
S -0.9366 1.1633 0.2708 0.531
S -2.1924 0.2624 1.3576 0.211
O 0.7707 0.5145 0.5415 -0.414
O 1.3416 -1.0227 2.1764 0.071
C -0.8066 0.2337 -1.3089 -0.302
C 1.5408 -0.4448 1.1471 -0.393
H 0.0007 0.7688 -1.9370 0.095
H -0.4241 -0.7028 -0.9057 0.040
H -1.6569 -0.1100 -1.7710 0.016
H 2.3629 -0.6624 0.4292 0.145

19
Properties=species:S:1:pos:R:3:lowdin_charge:R:1 method="wB97M-V/def2-TZVPD" homo_lumo_gap_ha=0.3899 de_lowest_kcal_mol=76.44 smiles="CCOC1C=C1.C" homo_ev=-9.4
O 0.0645 0.9593 0.2393 -0.126
C 0.4858 -2.3888 0.6646 -0.043
C -1.2336 1.0100 -0.3151 -0.302
C 1.7948 -0.1952 -1.1882 0.004
C -2.2496 1.2166 0.7904 -0.076
C 1.0640 1.0231 -0.7482 -0.335
C 2.4338 0.6152 -0.3970 0.019
H -2.2325 0.3887 1.5052 0.075
H 1.7701 -1.1316 -1.7277 0.102
H 0.7156 -3.1622 -0.0757 0.024
H -3.2553 1.2825 0.3631 0.076
H -1.4471 0.0810 -0.8689 0.116
H -1.2954 1.8394 -1.0389 0.115
H 0.8718 1.8416 -1.4528 0.132
H 0.1482 -2.8528 1.5944 0.022
H -2.0403 2.1432 1.3328 0.078
H 1.3794 -1.7934 0.8583 0.012
H -0.2922 -1.7197 0.2848 0.007
H 3.3178 0.8432 0.1795 0.102

102
Properties=species:S:1:pos:R:3:lowdin_charge:R:1 method="wB97M-V/def2-TZVPD" homo_lumo_gap_ha=0.2707 total_charge=+1 homo_ev=-10.2
S 1.0436 -2.4845 -5.8863 0.712
O 2.2349 -0.4961 -0.7712 0.117
O 2.1023 -3.3710 -5.5330 -0.302
O 6.7264 8.2074 3.0489 0.083
O -4.7132 -4.9568 2.9784 0.096
O 5.1137 6.7857 3.1419 0.073
O -3.2162 -3.5779 2.2643 0.062
O 3.6954 -1.2153 3.0320 0.079
O 0.9404 -1.2140 -5.2450 -0.298
O 4.1401 0.8581 2.6815 0.063
O -3.8995 1.2197 -1.5816 0.097
O -2.5270 0.0029 -0.4644 0.008
N 5.8073 7.5907 2.5521 -0.354
N 4.0830 -0.1231 3.4028 -0.330
N -3.6262 0.5223 -0.6291 -0.315
N -0.9686 -3.5514 -4.3118 -0.041
N -4.2138 -4.2640 2.1163 -0.342
N 1.3885 0.2498 1.2576 0.120
C 4.4812 -1.0775 5.6309 -0.001
C 0.0743 -4.1590 -3.3852 -0.078
C 5.5138 7.8299 1.1298 -0.146
C -1.6036 -2.3110 -3.7147 -0.235
C -5.9900 -5.0132 0.5866 0.008
C 0.0301 1.8447 -0.0024 -0.024
C -5.3559 -0.6741 2.4417 -0.052
C 1.6457 -0.7571 0.2545 -0.418
C 1.2454 1.5351 0.5847 -0.249
C -4.1265 -2.2546 -4.5236 0.173
C 5.3384 1.4043 6.5551 -0.055
C 4.9235 1.2693 5.2412 0.005
C 2.3038 2.4142 0.5042 -0.020
C -6.6152 -0.1157 2.2674 -0.053
C -4.2858 -3.5046 -0.2247 -0.012
C 6.0369 8.9151 -0.9284 -0.062
C -6.8963 0.6405 1.1367 -0.055
C 4.5042 0.0273 4.7980 -0.145
C 4.1972 7.3691 -0.8034 -0.068
C -5.9178 0.8473 0.1808 0.003
C 4.4601 7.1590 0.5398 -0.009
C 6.3051 8.7108 0.4161 -0.001
C -4.3692 -0.4747 1.4869 -0.009
C 0.9589 3.9044 -0.7614 -0.102
C 1.1640 -2.1644 0.4723 -0.098
C 4.9003 -0.9332 6.9423 -0.060
C -0.1114 3.0428 -0.6811 -0.075
C 2.1595 3.6123 -0.1671 -0.075
C -2.9899 -2.2814 -4.1550 -0.083
C -6.5724 -5.0246 -0.6702 -0.054
C -6.0124 -4.2866 -1.7035 -0.061
C -0.1723 -2.1979 -1.7000 -0.275
C -0.5419 -3.3287 -5.7172 -0.163
C -4.8514 -4.2578 0.7898 -0.140
C 5.3306 0.3046 7.4033 -0.060
C -4.6654 0.2873 0.3737 -0.148
C -0.1835 -2.4046 -0.1935 -0.144
C 4.9859 8.2432 -1.5393 -0.069
C -4.8720 -3.5235 -1.4816 -0.064
C 0.7726 -3.1596 -2.4737 -0.095
C -1.6031 -2.4210 -2.2082 -0.117
H -0.5425 -4.2513 -6.2882 0.133
H -3.3979 -2.9143 -0.0445 0.093
H 5.6622 0.4123 8.4274 0.111
H -6.1326 1.4379 -0.6974 0.121
H -1.1391 -1.4017 -4.0844 0.161
H -0.5634 -3.3940 0.0629 0.130
H 6.6505 9.5968 -1.5007 0.109
H 1.0943 -2.3729 1.5373 0.123
H 3.3765 6.8485 -1.2783 0.101
H 3.0058 4.2764 -0.2274 0.092
H -7.4615 -5.6141 -0.8445 0.114
H -6.4672 -4.3064 -2.6861 0.107
H -0.8754 -1.6669 0.2076 0.106
H 4.8942 -1.7870 7.6053 0.111
H -1.0602 3.2510 -1.1508 0.102
H -6.4211 -5.5910 1.3907 0.125
H 1.5077 -2.5897 -3.0323 0.109
H -7.8782 1.0724 1.0030 0.113
H -5.1559 -2.1112 -4.7376 0.062
H -0.8065 1.1670 0.0513 0.080
H 4.1462 -2.0383 5.2697 0.119
H -1.7316 -4.2268 -4.3647 0.185
H 7.1218 9.2317 0.8932 0.121
H 2.1891 0.2544 1.8891 0.082
H 0.7839 -4.7274 -3.9761 0.127
H 3.8445 6.4786 1.1100 0.113
H 5.6711 2.3670 6.9169 0.113
H 4.9311 2.1223 4.5788 0.123
H -0.4501 -4.8810 -2.7682 0.139
H 3.2487 2.1569 0.9484 0.097
H 0.1182 -1.1868 -1.9677 0.145
H -3.3881 -0.9080 1.6202 0.113
H -1.9400 -3.3978 -1.8561 0.125
H -4.4332 -2.9474 -2.2903 0.054
H -2.2622 -1.6830 -1.7677 0.102
H 0.8430 4.8282 -1.3136 0.100
H -7.3805 -0.2690 3.0166 0.113
H 4.7825 8.4004 -2.5904 0.107
H -5.1404 -1.2632 3.3222 0.114
H 1.3466 -3.7656 -1.7786 0.128
H -1.2840 -2.6926 -6.1977 0.124
H 1.0855 -2.2797 -7.2305 0.102
H 1.9017 -2.8535 0.0685 0.115